{"formula": "C5H11NOS", "method": "wB97M-V/def2-TZVPD", "symbols": ["S", "O", "N", "C", "C", "C", "C", "C", "H", "H", "H", "H", "H", "H", "H", "H", "H", "H", "H"], "positions_angstrom": [[-1.703, 0.051, -1.634], [0.629, -1.953, 2.846], [0.928, 1.009, 1.152], [0.529, -0.762, 2.762], [-0.120, -0.804, -1.136], [0.099, -1.214, 0.258], [0.098, -0.122, 1.378], [-1.076, 1.435, -2.661], [1.848, 0.971, 1.110], [-0.573, -2.098, 0.624], [0.777, -0.191, -1.374], [-0.926, 0.168, 1.360], [-1.862, 1.466, -3.422], [-0.054, 1.336, -3.068], [-1.073, 2.380, -2.117], [0.685, 1.777, 1.758], [0.672, -0.107, 3.609], [1.115, -1.729, 0.349], [0.010, -1.612, -1.793]], "nbo_charge": [0.14, -0.52, -0.84, 0.43, -0.51, -0.42, -0.16, -0.73, 0.36, 0.23, 0.22, 0.22, 0.22, 0.22, 0.21, 0.36, 0.11, 0.22, 0.22], "relative_energy_ev": 2.4151, "smiles": "CSCC[C@H](N)C=O", "spin_multiplicity": 1, "molar_mass_g_mol": 133.22, "gap_ev": 9.4}

=====

{"formula": "C5H8O2", "method": "wB97M-V/def2-TZVPD", "symbols": ["O", "O", "C", "C", "C", "C", "C", "H", "H", "H", "H", "H", "H", "H", "H"], "positions_angstrom": [[-1.373, 0.554, 1.787], [0.720, 1.322, -0.089], [0.789, 0.123, 0.731], [-0.664, -0.267, 0.896], [1.259, -0.656, -0.534], [0.320, 0.399, -1.131], [-1.049, -0.105, -0.606], [1.396, 0.292, 1.624], [1.016, -1.696, -0.803], [-1.373, -1.040, -1.071], [0.360, 0.816, -2.142], [2.325, -0.480, -0.518], [-1.220, 1.463, 1.491], [-1.835, 0.645, -0.712], [-0.739, -1.290, 1.274]], "nbo_charge": [-0.70, -0.53, 0.06, 0.07, -0.44, 0.08, -0.46, 0.21, 0.21, 0.21, 0.20, 0.22, 0.47, 0.22, 0.18], "relative_energy_ev": 1.8590, "spin_multiplicity": 1, "molar_mass_g_mol": 100.12, "gap_ev": 10.7}

=====

{"formula": "C7H14", "method": "wB97M-V/def2-TZVPD", "symbols": ["C", "C", "C", "C", "C", "C", "C", "H", "H", "H", "H", "H", "H", "H", "H", "H", "H", "H", "H", "H", "H"], "positions_angstrom": [[0.127, -0.804, -1.377], [-0.420, -1.119, -0.011], [-0.610, 0.002, 1.012], [-0.129, -2.479, 0.611], [-1.143, -1.053, -1.327], [0.658, 0.350, 1.794], [0.434, 2.677, -1.486], [-0.029, -3.245, -0.165], [1.003, -0.555, -1.958], [-0.193, 3.515, -1.171], [-0.970, 0.898, 0.491], [1.071, 2.365, -0.653], [-0.198, 1.839, -1.787], [0.802, -2.468, 1.191], [0.476, 1.173, 2.494], [-1.400, -0.290, 1.720], [1.061, 2.984, -2.328], [1.022, -0.503, 2.377], [-2.092, -1.160, -1.834], [1.465, 0.658, 1.116], [-0.936, -2.783, 1.290]], "nbo_charge": [-0.19, -0.06, -0.41, -0.62, -0.19, -0.61, -0.86, 0.21, 0.23, 0.21, 0.20, 0.21, 0.22, 0.21, 0.21, 0.20, 0.21, 0.20, 0.22, 0.20, 0.21], "relative_energy_ev": 2.7509, "smiles": "CCC1(C)C=C1.C", "spin_multiplicity": 1, "molar_mass_g_mol": 98.19, "gap_ev": 10.4}

=====

{"formula": "C8H24CeClI2OP2", "method": "wB97M-V/def2-TZVPD", "symbols": ["Ce", "I", "I", "Cl", "P", "P", "O", "C", "C", "C", "C", "C", "C", "C", "C", "H", "H", "H", "H", "H", "H", "H", "H", "H", "H", "H", "H", "H", "H", "H", "H", "H", "H", "H", "H", "H", "H", "H", "H"], "positions_angstrom": [[0.015, -0.271, -0.772], [0.059, -3.237, -0.251], [0.020, 2.697, -0.563], [0.017, -0.347, -3.374], [2.832, -0.178, -0.858], [-2.815, -0.190, -0.867], [0.245, -0.163, 1.831], [0.018, 1.018, 2.644], [-3.639, -0.131, 0.770], [-3.440, 1.233, -1.837], [3.452, 1.242, -1.829], [3.677, -0.101, 0.766], [-3.442, -1.685, -1.719], [-0.271, 0.743, 4.117], [3.480, -1.661, -1.711], [-1.223, 0.198, 4.231], [4.545, -1.570, -1.963], [3.367, -0.973, 1.360], [-3.291, 0.766, 1.303], [3.286, -2.545, -1.086], [-0.358, 1.720, 4.614], [0.492, -0.935, 2.400], [0.865, 1.704, 2.517], [4.512, 1.143, -2.099], [2.878, -1.809, -2.620], [0.531, 0.153, 4.579], [-3.247, -2.562, -1.083], [4.773, -0.078, 0.692], [-3.252, 2.160, -1.276], [-4.740, -0.136, 0.719], [-0.821, 1.505, 2.152], [-4.505, -1.603, -1.981], [3.269, 2.171, -1.270], [2.835, 1.318, -2.735], [-4.500, 1.134, -2.101], [-3.289, -0.992, 1.362], [3.320, 0.787, 1.305], [-2.828, -1.827, -2.621], [-2.824, 1.304, -2.745]], "lowdin_spin": [0.47, -0.02, 0.76, -0.02, -0.07, -0.07, 0.00, 0.00, -0.01, -0.01, -0.01, -0.01, 0.00, 0.00, 0.00, 0.00, 0.00, 0.00, 0.00, 0.00, 0.00, 0.00, 0.00, 0.00, 0.00, 0.00, 0.00, 0.00, 0.01, 0.00, 0.00, 0.00, 0.01, 0.00, 0.00, 0.00, 0.00, 0.00, 0.00], "total_charge": 2, "relative_energy_ev": 0.0000, "spin_multiplicity": 2, "molar_mass_g_mol": 627.60, "gap_ev": [5.6, 3.9], "s2": 0.95}

=====

{"formula": "H2N2O4S", "method": "wB97M-V/def2-TZVPD", "symbols": ["S", "O", "O", "O", "O", "N", "N", "H", "H"], "positions_angstrom": [[0.094, 0.954, -1.088], [-1.655, -1.108, -0.927], [-1.031, 1.116, -0.045], [-0.505, -0.697, -1.632], [3.409, 0.946, 0.637], [1.350, 1.202, -0.172], [2.401, 0.495, 0.111], [-1.380, -1.956, -0.720], [-1.811, 1.673, -0.288]], "nbo_charge": [1.53, -0.43, -0.85, -0.46, -0.35, -0.63, 0.20, 0.47, 0.53], "relative_energy_ev": 5.6980, "spin_multiplicity": 1, "molar_mass_g_mol": 126.09, "gap_ev": 8.1}

=====

{"formula": "C5H6O2", "method": "wB97M-V/def2-TZVPD", "symbols": ["O", "O", "C", "C", "C", "C", "C", "H", "H", "H", "H", "H", "H"], "positions_angstrom": [[-1.159, 1.955, 0.266], [2.003, -1.387, -0.776], [0.225, 0.147, -0.298], [1.544, -0.263, -0.844], [-0.246, 1.510, -0.410], [-0.732, -0.380, 1.330], [-0.711, -1.003, 0.042], [-1.650, -1.028, -0.503], [-1.645, 0.120, 1.700], [0.278, 2.170, -1.133], [0.076, -0.475, 2.047], [2.106, 0.526, -1.398], [-0.090, -1.892, -0.023]], "nbo_charge": [-0.58, -0.55, -0.30, 0.40, 0.39, -0.13, -0.46, 0.24, 0.24, 0.13, 0.22, 0.13, 0.27], "relative_energy_ev": 2.8956, "spin_multiplicity": 1, "molar_mass_g_mol": 98.10, "gap_ev": 8.8}